# 1
C30H46BrN3P2Sr as an isolated structure in a non-equilibrium geometry. Source: OMol25; level of theory: the ωB97M-V functional and the def2-TZVPD basis.

CARTESIAN COORDINATES (ANGSTROEM)
1 N 0.334 -0.054 3.681
2 H -3.448 -2.291 0.962
3 H 5.644 2.979 0.469
4 H -4.444 -1.948 -0.458
5 C -6.250 5.525 -3.430
6 H 5.369 -2.662 -2.992
7 C 0.191 -3.371 -1.358
8 H -0.743 -5.060 2.486
9 H 4.783 -0.444 -2.066
10 H 6.164 1.998 -0.908
11 C -1.212 3.611 4.484
12 C -2.657 -3.019 -0.966
13 H -1.761 3.187 -3.155
14 N -6.311 4.912 -4.610
15 H 6.850 1.703 0.685
16 C -1.026 -0.827 -0.590
17 H -0.006 1.615 -2.758
18 H -1.162 -2.415 2.096
19 H 4.577 -2.769 0.889
20 C -4.550 3.448 -3.933
21 H 0.204 -4.438 -1.076
22 H 1.159 -2.928 -1.079
23 C 5.618 -2.049 2.647
24 C -4.395 4.114 -2.695
25 C 5.679 -2.434 -1.967
26 C -0.967 1.317 5.121
27 H -3.470 4.021 -0.727
28 H 3.768 -1.367 1.668
29 Sr 0.141 2.534 0.461
30 H 4.503 1.018 1.517
31 H 5.595 -3.358 -1.384
32 H -1.071 -3.713 -3.110
33 C -0.582 1.110 -1.983
34 C 4.741 -1.815 1.412
35 C 4.819 0.957 0.466
36 H -5.391 5.672 -1.461
37 C -0.776 -3.176 1.406
38 H -2.293 -0.385 1.127
39 C -5.349 5.149 -2.419
40 C -3.331 3.688 -1.769
41 Br 1.490 -0.127 0.721
42 H 0.314 -3.186 1.535
43 H -2.645 -4.076 -1.280
44 H -1.517 4.632 4.694
45 C -0.302 -0.202 -1.635
46 H -6.939 6.362 -3.282
47 H -1.440 -5.226 0.860
48 H -1.921 2.761 6.365
49 C -1.916 -0.024 0.160
50 H 3.941 1.083 -0.182
51 H -2.379 -4.453 2.173
52 H 0.262 -0.777 4.383
53 P 5.514 -0.701 0.192
54 H -5.607 3.387 -5.826
55 H -2.735 -2.404 -1.882
56 P -1.028 -2.604 -0.283
57 H 0.696 -0.251 2.728
58 H -0.982 0.456 5.795
59 H 5.913 -1.115 3.141
60 H -4.378 -3.591 0.215
61 H 0.666 -3.600 -3.435
62 H 6.738 -2.157 -1.995
63 H 3.787 -1.646 -1.175
64 H -0.261 -2.129 -3.107
65 H -3.933 2.576 -4.163
66 C -1.428 2.584 5.411
67 C -2.346 1.204 -0.336
68 C -1.732 1.767 -1.489
69 N -0.219 2.066 2.932
70 C 4.813 -1.308 -1.385
71 H 6.535 -2.590 2.388
72 C -0.567 3.335 3.278
73 H 0.511 -0.738 -2.130
74 C -2.205 2.972 -2.155
75 C -5.513 3.885 -4.861
76 C -1.376 -4.556 1.733
77 C -3.788 -2.693 0.000
78 H 5.073 -2.655 3.379
79 H -0.264 4.127 2.562
80 C -0.149 -3.188 -2.837
81 C 5.930 1.970 0.158
82 H -3.248 1.684 0.052
83 C -0.309 1.108 3.897

Summary:
E = -4621.9552 Ha
charge = +2
relative energy (zero: lowest compared OMol25 entry of this formula, charge and spin) = 0.000 eV
spin multiplicity = 1
E_HOMO = -0.414 Eh
gap between HOMO and LUMO = 4.6 eV
largest force on an atom = 0.0365 Eh/bohr
lowest unoccupied orbital energy = -6.68 eV

Mulliken atomic charge list, values in e, 6 entries: -0.112 0.369 0.369 0.334 -0.283 0.388

***

# 2
A 3-piece molecular cluster, C30H46BrO6P2 overall in a non-equilibrium geometry. Source: OMol25; level of theory: the ωB97M-V functional and the def2-TZVPD basis.

CARTESIAN COORDINATES (ANGSTROEM)
1 C 3.492 -1.651 4.776
2 H -4.401 -3.524 -3.017
3 H 3.502 0.185 -4.361
4 H -4.753 -0.426 -4.038
5 H -6.423 -1.929 -1.192
6 C 1.379 2.967 -3.420
7 H -4.063 1.094 5.547
8 H 1.938 3.088 -2.383
9 C 3.446 -1.156 3.386
10 H 8.025 2.630 1.169
11 C 5.531 4.352 -0.559
12 C 2.023 -1.381 -1.727
13 H -0.409 0.546 -4.556
14 H 2.522 -2.203 -2.429
15 H -1.912 2.798 4.328
16 H 0.224 3.075 -3.215
17 H 2.361 0.922 -1.239
18 H 1.670 3.813 -4.178
19 C 6.068 1.898 0.796
20 H 0.305 -2.464 -0.036
21 C -2.154 1.652 4.310
22 C 0.577 0.854 -5.144
23 C -0.346 -1.622 -0.576
24 H 6.196 0.944 1.293
25 H -1.863 1.275 3.216
26 H 2.269 -1.712 -0.625
27 H 2.174 -0.168 1.908
28 H -0.953 -2.335 -3.610
29 C -4.116 -1.363 -3.716
30 C 0.124 -2.547 -3.141
31 H 0.883 -2.420 -4.025
32 C 2.718 0.536 -3.565
33 C 1.140 -0.406 3.745
34 C 2.743 0.071 -1.981
35 H 1.001 -0.168 -5.584
36 C 6.853 4.097 0.048
37 H -3.471 1.965 1.871
38 O 4.411 -1.264 2.641
39 C -3.798 1.387 4.438
40 H -1.889 -3.250 -0.152
41 C 2.440 -1.532 5.592
42 H -2.564 -1.251 4.671
43 C -4.940 -2.494 -2.863
44 H 3.574 3.619 -0.931
45 O 3.850 1.322 0.249
46 C 4.746 2.152 0.190
47 H -3.287 -2.422 3.352
48 C 2.192 -0.525 2.930
49 H 0.007 -0.355 -2.488
50 H 0.092 -3.617 -2.668
51 C -3.002 -1.254 0.113
52 O 7.750 4.927 -0.012
53 H 5.403 5.306 -1.056
54 P -4.218 -0.054 3.195
55 H -5.028 -3.082 -0.663
56 H -4.231 0.126 -1.359
57 Br -3.541 -2.282 -5.444
58 C 0.379 -1.366 -2.032
59 C 1.185 -0.901 5.136
60 H -4.307 2.397 4.135
61 O 0.221 -0.792 5.881
62 C -2.847 -1.346 3.516
63 C 4.550 3.447 -0.492
64 H -3.460 -2.041 0.884
65 H -5.334 1.526 1.607
66 H 2.458 -1.889 6.614
67 C 1.621 1.439 -4.013
68 H -1.851 -1.178 2.927
69 H -4.163 1.761 0.080
70 H 4.419 -2.112 5.095
71 C 7.049 2.803 0.730
72 H -2.289 -2.346 -1.756
73 C -1.887 -2.171 -0.661
74 C -5.255 -2.101 -1.304
75 C -4.395 -0.837 -0.714
76 H 0.213 0.055 3.427
77 H -6.001 -2.603 -3.398
78 O -2.620 0.020 0.740
79 H 3.894 -0.072 -1.701
80 H -3.144 -0.960 -3.205
81 O -5.237 -0.288 0.400
82 H -0.193 -0.648 0.055
83 H 0.359 1.635 -6.013
84 H -1.524 1.001 5.051
85 P -4.110 0.823 1.202

Summary:
E = -4878.3963 Ha
charge = -1
spin multiplicity = 1
E_HOMO = -0.121 Eh
gap between HOMO and LUMO = 3.1 eV
largest force on an atom = 0.0844 Eh/bohr
lowest unoccupied orbital energy = -0.20 eV

Mulliken atomic charge list, values in e, 6 entries: -0.472 0.330 0.230 0.437 0.381 -0.539

***

# 3
C30H46Cl3CuNPSi as an isolated structure. Source: OMol25; level of theory: the ωB97M-V functional and the def2-TZVPD basis.

CARTESIAN COORDINATES (ANGSTROEM)
1 H -4.768 0.719 0.253
2 C -1.226 -0.636 -0.073
3 C -2.140 -0.085 -2.667
4 C -0.829 -0.996 1.321
5 H -3.087 3.152 1.662
6 H 2.832 3.798 2.765
7 Cu 1.005 1.010 -0.987
8 C 0.664 -1.170 3.204
9 H 2.262 -2.256 1.050
10 H 3.489 0.103 -4.053
11 H 3.826 2.364 2.547
12 H 0.063 -2.444 4.814
13 C 3.194 -0.280 1.102
14 N 2.779 0.149 -3.346
15 Cl 1.838 4.736 -0.411
16 H 4.873 -1.080 2.156
17 H -1.938 3.123 0.324
18 H -1.129 -4.946 -0.618
19 C -1.385 -1.224 -2.409
20 C -2.740 1.172 0.880
21 C 3.947 -0.555 2.405
22 H 1.112 -4.328 -1.618
23 H -3.127 1.195 -4.035
24 H 3.813 -2.147 0.212
25 H 1.169 -2.754 -2.408
26 C -4.138 0.590 1.135
27 H 3.387 -1.197 3.083
28 C -1.703 -1.847 2.002
29 H 4.224 0.361 2.923
30 H 0.233 -2.890 0.056
31 Si 1.025 3.340 -1.661
32 C -0.941 -1.540 -1.127
33 H -0.722 1.097 -4.702
34 H 1.829 2.427 4.631
35 H -0.114 -3.889 -2.799
36 C 0.505 -3.501 -1.989
37 Cl 2.306 3.285 -3.275
38 C -1.408 -2.360 3.251
39 H -4.611 1.110 1.971
40 H -4.443 -0.921 -3.833
41 H -2.634 -2.112 1.519
42 C 1.742 1.537 4.003
43 H -4.098 -0.474 1.373
44 H 3.594 0.884 -0.717
45 C 2.880 -1.617 0.417
46 C 4.107 0.554 0.187
47 H 2.361 -1.469 -0.533
48 C 0.401 2.844 2.381
49 C 1.911 0.190 -2.590
50 H 0.278 3.186 1.354
51 Cl -0.706 4.136 -2.371
52 H 0.458 3.724 3.027
53 C -0.360 -2.931 -0.859
54 C -1.513 -3.924 -0.629
55 C -2.614 0.230 -4.067
56 H 0.837 1.013 4.303
57 C 2.906 2.851 2.226
58 C -2.522 0.707 -1.589
59 H -3.138 -1.802 -4.643
60 H -2.106 -3.023 3.745
61 H -3.196 1.539 -1.766
62 H 2.607 0.908 4.205
63 H -2.244 -3.845 -1.438
64 H 2.977 3.078 1.166
65 H 4.964 -0.055 -0.112
66 C 1.671 2.004 2.548
67 C 0.361 -0.604 1.958
68 C -2.107 0.437 -0.291
69 H -2.139 0.971 1.767
70 C -0.199 -2.038 3.846
71 C -1.442 0.351 -5.044
72 P 1.536 0.629 1.262
73 H -1.804 0.653 -6.028
74 C -3.620 -0.827 -4.542
75 H -1.174 -1.908 -3.223
76 H -3.665 2.939 0.015
77 H -4.033 -0.552 -5.514
78 C -2.855 2.685 0.702
79 H 1.590 -0.915 3.694
80 H 4.492 1.438 0.693
81 H -0.483 2.276 2.672
82 H -0.924 -0.604 -5.157
83 H -2.023 -3.747 0.313

Summary:
E = -4877.3420 Ha
charge = +1
relative energy (zero: lowest compared OMol25 entry of this formula, charge and spin) = 0.406 eV
spin multiplicity = 2
E_HOMO (alpha / beta) = -0.415 / -0.422 Eh
gap between HOMO and LUMO (alpha / beta) = 8.8 / 5.9 eV
largest force on an atom = 0.0108 Eh/bohr
lowest unoccupied orbital energy (alpha / beta) = -2.49 / -5.58 eV

Mulliken atomic charge list, values in e, 6 entries: 0.333 0.739 0.295 -0.069 0.430 0.493

***

Q: Which of these has the highest largest force on an atom?
A: C30H46BrO6P2

***

Q: What is the formula in the second record?
A: C30H46BrO6P2

***

Q: Which formula does entry 1 have?
A: C30H46BrN3P2Sr

***

Q: Which of these has the lowest largest force on an atom?
A: C30H46Cl3CuNPSi